90
Properties=species:S:1:pos:R:3 method="wB97M-V/def2-TZVPD" e_tot_ha=-3252.055666 relative_energy_kcal_mol=0.00 multiplicity=3 lumo_ev="0.161 / 0.162" e_homo_ev="-4.838 / -7.484" s_squared=2.022
Ti -0.233 0.557 0.232
C -0.255 2.034 2.024
C 0.893 2.368 1.258
C 1.808 1.251 1.362
C 1.157 0.301 2.210
C -0.099 0.783 2.634
C -1.040 0.145 3.646
C -0.361 -1.054 4.310
C -1.377 1.172 4.731
C -2.351 -0.314 3.002
C 3.275 1.084 0.946
C 4.119 2.191 1.598
C 3.538 1.051 -0.577
C 3.808 -0.244 1.501
C 1.008 3.784 0.660
C 1.857 3.890 -0.600
C 1.576 4.713 1.746
C -0.376 4.336 0.288
H -1.108 2.682 2.145
H 1.580 -0.644 2.508
H 0.585 -0.769 4.769
H -0.162 -1.860 3.599
H -1.005 -1.468 5.089
H -0.482 1.510 5.256
H -2.061 0.732 5.460
H -1.866 2.047 4.302
H -2.198 -0.861 2.067
H -2.993 0.533 2.759
H -2.901 -0.964 3.688
H 3.971 3.156 1.125
H 5.177 1.939 1.499
H 3.892 2.296 2.660
H 2.701 1.402 -1.175
H 3.759 0.039 -0.910
H 4.405 1.663 -0.828
H 3.762 -0.290 2.591
H 4.850 -0.364 1.201
H 3.254 -1.098 1.099
H 2.895 3.620 -0.441
H 1.839 4.924 -0.952
H 1.463 3.259 -1.402
H 2.595 4.462 2.033
H 0.958 4.669 2.645
H 1.572 5.746 1.390
H -0.900 3.713 -0.439
H -0.244 5.333 -0.140
H -1.026 4.445 1.154
S -0.855 0.498 -4.303
C 0.567 -0.456 -3.975
C 1.334 -1.195 -4.862
C 2.408 -1.929 -4.375
C 2.702 -1.920 -3.012
C 1.933 -1.177 -2.129
C 0.868 -0.425 -2.611
N 0.003 0.330 -1.828
C -1.021 0.814 -2.595
C -2.118 1.422 -1.937
C -3.183 2.037 -2.636
C -4.217 2.603 -1.938
C -4.209 2.581 -0.532
C -3.153 1.995 0.136
C -2.060 1.387 -0.516
H 1.093 -1.212 -5.916
H 3.017 -2.506 -5.056
H 3.541 -2.493 -2.641
H 2.163 -1.164 -1.071
H -3.189 2.073 -3.720
H -5.034 3.077 -2.467
H -5.021 3.036 0.021
H -3.167 2.023 1.222
C -3.524 -5.782 -3.647
C -2.772 -5.096 -2.543
C -2.122 -3.889 -2.784
C -1.445 -3.220 -1.776
C -1.433 -3.785 -0.509
C -2.083 -4.978 -0.230
C -2.742 -5.632 -1.258
S -0.580 -2.928 0.793
C 1.037 -3.628 0.655
O -0.400 -1.531 0.236
H -3.147 -5.480 -4.622
H -4.585 -5.526 -3.613
H -3.444 -6.867 -3.572
H -2.148 -3.455 -3.776
H -0.960 -2.273 -1.963
H -2.093 -5.387 0.771
H -3.254 -6.563 -1.053
H 1.407 -3.466 -0.358
H 0.970 -4.691 0.880
H 1.658 -3.119 1.390